This record from the Open Molecules 2025 dataset describes C8H25CdNO6 as an isolated structure in a non-equilibrium geometry. The level of theory is ωB97M-V with the def2-TZVPD basis set.

Results
**Spin multiplicity**: 1
**E_HOMO**: -7.11 eV
**Lowest unoccupied orbital energy**: -0.155 eV
**Gap between HOMO and LUMO**: 0.2556 Eh
**Electronic energy**: -993.626345 a.u.

The geometry in XYZ format:
```
41
Properties=species:S:1:pos:R:3:lowdin_charge:R:1
Cd -17.79 8.83 -16.93 1.392
C -15.01 7.06 -16.19 -0.322
O -15.81 7.90 -16.95 -0.481
H -14.55 6.28 -16.83 0.060
H -14.15 7.54 -15.70 0.049
H -15.60 6.52 -15.43 0.054
C -19.01 5.86 -16.43 -0.319
O -18.94 7.10 -17.05 -0.496
H -20.05 5.62 -16.16 0.054
H -18.68 5.02 -17.07 0.060
H -18.43 5.82 -15.50 0.052
C -18.35 9.03 -20.19 -0.093
O -17.61 9.38 -19.04 -0.320
C -16.73 10.48 -19.29 -0.183
C -16.07 10.93 -17.99 -0.179
N -17.11 10.90 -16.93 -0.147
C -16.65 11.27 -15.59 -0.177
C -17.73 10.82 -14.59 -0.190
O -18.03 9.43 -14.76 -0.298
C -19.10 8.95 -14.00 -0.103
H -18.90 9.90 -20.59 0.090
H -19.13 8.35 -19.86 0.091
H -17.75 8.60 -20.99 0.098
H -17.34 11.27 -19.74 0.124
H -15.95 10.17 -19.99 0.138
H -15.53 11.88 -18.08 0.126
H -15.31 10.20 -17.68 0.107
H -17.73 11.66 -17.22 0.127
H -16.44 12.34 -15.43 0.125
H -15.71 10.79 -15.33 0.132
H -18.65 11.40 -14.78 0.120
H -17.45 10.92 -13.54 0.130
H -20.09 9.30 -14.31 0.088
H -19.00 9.31 -12.96 0.093
H -19.11 7.87 -13.97 0.093
O -19.86 9.87 -17.07 -0.099
H -20.60 9.39 -17.47 0.074
H -20.26 10.59 -16.57 0.058
O -16.96 6.38 -19.17 -0.104
H -17.85 6.35 -18.80 -0.010
H -16.44 6.84 -18.48 -0.011
```